Molecular formula: C8H9N2
Method: DFT, ωB97M-V/def2-TZVPD

For the HOMO-LUMO gap (spin up / spin down), the calculation gives 8.29 / 7.93 eV. Its LUMO energy (spin up / spin down) is -0.175 / -0.181 Ha. Its largest force on an atom is 3.3 eV/Å. The calculation puts the energy relative to the best compared isomer or geometry (same formula, charge and spin) at 410.8 kJ/mol.

The geometry in ORCA input format:
```
! wB97M-V def2-TZVPD RIJCOSX def2/J DEFGRID3
* xyz 1 1
C -1.39 2.61 0.92
C -0.16 1.85 1.10
C -2.35 2.03 0.10
C 0.10 0.63 0.48
C -1.02 0.20 -0.28
C 1.20 -0.37 0.35
C 0.56 -1.50 -0.41
C 0.68 -2.96 -0.36
N -2.09 0.82 -0.44
N 1.47 -0.63 -1.09
H -1.46 3.57 1.36
H 0.50 2.44 1.67
H -3.33 2.44 -0.26
H 2.09 -0.27 0.95
H 0.27 -3.28 0.67
H 1.66 -3.52 -0.38
H 0.00 -3.40 -1.24
H 0.86 -0.08 -1.67
H 2.41 -0.59 -1.48
*
```

These are the Löwdin partial charges, in e, on atoms 1 to 2: 0.0091, 0.0379